Model A:
C2H8N2S | the ωB97M-V functional and the def2-TZVPD basis

```
! wB97M-V def2-TZVPD RIJCOSX def2/J DEFGRID3
* xyz 0 1
N -1.509 -1.374 -0.561
C -0.767 -0.457 -1.157
N -1.104 0.828 -1.264
H -2.500 -1.162 -0.329
H -0.942 -1.907 0.110
H 0.261 -0.735 -1.394
H -0.353 1.467 -1.430
H -1.915 1.188 -0.810
C 1.840 0.532 1.391
S 0.920 -1.016 1.090
H 1.121 1.371 1.638
H 2.535 0.433 2.222
H 2.412 0.832 0.492
*
```

Computed properties:
**HOMO energy**: -6.53 eV
**Kohn-Sham gap**: 6.6 eV

=====

Model B:
C2H8N2S | the ωB97M-V functional and the def2-TZVPD basis

```
! wB97M-V def2-TZVPD RIJCOSX def2/J DEFGRID3
* xyz 0 1
H 0.690 -0.045 3.190
N 1.378 0.756 3.422
C 1.236 1.089 4.637
N 0.907 0.220 5.800
H 1.648 2.101 4.959
H 0.452 -0.581 5.451
H 0.169 0.656 6.390
C -0.990 -0.232 -5.809
S -1.978 -1.642 -5.686
H -1.540 0.491 -6.404
H -0.010 -0.468 -6.130
H -0.846 0.234 -4.740
H -1.117 -2.579 -5.079
*
```

Computed properties:
**HOMO energy**: -8.85 eV
**SMILES string**: [H]/N=C\N.CS
**Kohn-Sham gap**: 9.9 eV

=====

Model C:
C2H8N2S | the ωB97M-V functional and the def2-TZVPD basis

```
! wB97M-V def2-TZVPD RIJCOSX def2/J DEFGRID3
* xyz 0 1
S -0.451 -3.401 -1.516
H -1.690 -3.027 -1.175
C 0.052 1.633 1.560
N 0.382 1.169 0.217
C 0.302 -0.121 -0.145
N 0.386 -0.620 -1.323
H -0.787 2.314 1.527
H 0.896 2.143 2.012
H -0.203 0.774 2.179
H 0.302 1.851 -0.516
H 0.170 -0.824 0.676
H 0.579 0.020 -2.081
H 0.064 -1.911 -1.413
*
```

Computed properties:
**HOMO energy**: -7.64 eV
**Kohn-Sham gap**: 8.2 eV

=====

The most stable arrangement is model C, and the next structure is 56.3 kJ/mol less stable.

=====

Model A:
C7H10N2O2S | the ωB97M-V functional and the def2-TZVPD basis

```
! wB97M-V def2-TZVPD RIJCOSX def2/J DEFGRID3
* xyz 0 1
C -3.072 0.572 1.374
C -1.762 0.179 1.088
C -3.924 0.776 0.310
C -2.347 0.388 -1.278
C -1.413 0.135 -0.284
C 3.214 0.795 -0.139
C 0.485 -0.281 -0.792
N -3.641 0.609 -1.006
N 0.772 -1.598 -0.654
O 0.909 2.215 -0.109
O 1.261 0.676 1.769
S 1.357 0.917 0.326
H -3.504 0.484 2.377
H -0.962 0.004 1.831
H -4.925 1.025 0.524
H -2.131 -0.122 -2.292
H 3.405 -0.283 -0.414
H 3.395 1.430 -1.035
H 3.733 1.054 0.677
H 0.715 0.085 -1.771
H -0.004 -2.116 -1.070
H 0.870 -1.885 0.358
*
```

Computed properties:
**HOMO energy**: -9.44 eV
**Kohn-Sham gap**: 10.0 eV

=====

Model B:
C7H10N2O2S | the ωB97M-V functional and the def2-TZVPD basis

```
! wB97M-V def2-TZVPD RIJCOSX def2/J DEFGRID3
* xyz 0 1
C 1.823 -0.172 -0.205
C 0.735 0.592 -0.115
C -0.777 0.139 0.098
N -1.096 -1.180 -0.335
C -1.315 -1.689 -1.552
C -1.505 -3.046 -1.384
C -1.375 -3.234 0.010
N -1.058 -2.115 0.570
S 0.894 2.394 0.041
C 0.902 2.722 1.837
O 2.191 2.796 -0.424
O -0.258 2.987 -0.694
H 2.640 0.421 -0.348
H 1.892 -1.246 -0.271
H -1.279 0.641 -0.664
H -1.047 0.398 1.110
H -1.420 -0.935 -2.371
H -1.729 -3.758 -2.055
H -1.143 -4.245 0.534
H 0.727 1.917 2.518
H 1.982 3.104 1.990
H 0.216 3.512 1.710
*
```

Computed properties:
**HOMO energy**: -9.54 eV
**SMILES string**: C=C(Cn1cccn1)S(C)(=O)=O
**Kohn-Sham gap**: 10.1 eV

=====

Model C:
C7H10N2O2S | the ωB97M-V functional and the def2-TZVPD basis

```
! wB97M-V def2-TZVPD RIJCOSX def2/J DEFGRID3
* xyz 0 1
C 3.162 -0.402 1.358
C -3.388 0.859 1.633
C 3.395 -0.013 0.069
C -2.087 -2.145 -0.919
C 0.075 0.662 -1.049
C 2.478 0.441 -1.026
C -2.299 0.483 -0.416
N -3.304 0.429 0.447
N -0.949 0.668 -0.107
O 0.021 0.558 -2.222
O 1.286 0.681 -0.406
S -0.826 -2.936 -0.438
H 4.087 -0.493 1.961
H 2.219 -0.667 1.763
H -4.259 0.596 2.280
H -2.814 1.695 2.291
H 4.381 0.159 -0.142
H -3.055 -2.560 -1.013
H 2.417 -0.234 -1.929
H 2.799 1.345 -1.501
H -2.600 0.222 -1.471
H -0.740 0.652 0.837
*
```

Computed properties:
**HOMO energy (spin up / spin down)**: -7.96 / -7.18 eV
**Kohn-Sham gap (spin up / spin down)**: 7.5 / 6.7 eV

=====

The most stable arrangement is model A, and the next structure is 8.5 kJ/mol less stable.

=====

Model A:
CH8NS | the ωB97M-V functional and the def2-TZVPD basis

```
! wB97M-V def2-TZVPD RIJCOSX def2/J DEFGRID3
* xyz 1 1
N 1.965 0.907 0.569
H 1.899 1.599 1.389
H 1.048 0.711 0.243
H 2.654 1.400 -0.083
H 2.388 0.079 0.973
C -1.725 -0.729 -0.998
S -0.725 -0.754 0.554
H -1.417 -1.778 -1.573
H -2.826 -0.711 -0.899
H -1.633 0.195 -1.660
H -1.626 -0.918 1.484
*
```

Computed properties:
**HOMO energy**: -13.33 eV
**Kohn-Sham gap**: 9.2 eV

=====

Model B:
CH8NS | the ωB97M-V functional and the def2-TZVPD basis

```
! wB97M-V def2-TZVPD RIJCOSX def2/J DEFGRID3
* xyz 1 1
N -1.935 0.765 -0.297
H -1.446 0.404 -1.160
H -2.048 1.763 -0.403
H -2.888 0.447 -0.235
H -1.246 0.428 0.435
C 1.198 -0.021 1.153
S 0.564 -0.422 -0.491
H 1.960 -0.819 1.453
H 1.530 0.985 1.333
H 0.585 0.056 2.071
H 0.882 -1.739 -0.480
*
```

Computed properties:
**HOMO energy**: -13.83 eV
**Kohn-Sham gap**: 9.9 eV

=====

Model C:
CH8NS | the ωB97M-V functional and the def2-TZVPD basis

```
! wB97M-V def2-TZVPD RIJCOSX def2/J DEFGRID3
* xyz 1 1
N 0.915 1.809 0.531
H 0.444 1.189 -0.173
H 0.451 1.758 1.441
H 0.906 2.779 0.200
H 1.882 1.535 0.660
C -0.486 -1.872 -0.209
S -0.785 -0.340 -1.194
H -1.040 -1.786 0.710
H 0.584 -1.951 -0.019
H -0.760 -2.718 -0.828
H -2.110 -0.403 -1.119
*
```

Computed properties:
**HOMO energy**: -13.58 eV
**Kohn-Sham gap**: 9.6 eV

=====

The most stable arrangement is model C, and the next structure is 80.9 kJ/mol less stable.

=====

Model A:
C3H5ClO2S | the ωB97M-V functional and the def2-TZVPD basis

```
! wB97M-V def2-TZVPD RIJCOSX def2/J DEFGRID3
* xyz 0 1
O 0.402 0.247 0.896
C 1.554 -0.088 0.929
O 1.986 -1.350 0.753
S 2.884 1.048 1.220
H 1.186 -1.884 0.603
H 3.868 0.143 1.144
C -2.537 0.796 -0.984
C -1.608 -0.116 -0.746
Cl -0.252 -0.380 -1.794
H -2.504 1.443 -1.854
H -3.370 0.912 -0.284
H -1.610 -0.771 0.116
*
```

Computed properties:
**HOMO energy**: -9.56 eV
**SMILES string**: O=C(O)S.C=CCl
**Kohn-Sham gap**: 10.1 eV

=====

Model B:
C3H5ClO2S | the ωB97M-V functional and the def2-TZVPD basis

```
! wB97M-V def2-TZVPD RIJCOSX def2/J DEFGRID3
* xyz 0 1
C -2.105 0.439 -0.566
C -2.736 0.681 -1.645
C -1.485 0.405 0.570
O 3.475 -1.000 1.795
O 2.325 -1.917 -0.394
S 2.115 -1.135 0.807
Cl 2.206 0.873 0.199
H -2.711 1.568 -2.123
H -3.218 -0.222 -2.124
H 4.229 -0.622 1.490
H -1.784 0.686 1.500
H -0.312 0.243 0.492
*
```

Computed properties:
**HOMO energy**: -9.95 eV
**Kohn-Sham gap**: 9.8 eV

=====

The most stable arrangement is model A, and the next structure is 259.9 kJ/mol less stable.